Entry 1:
C30H37GeN4O6SSn as an isolated structure in a non-equilibrium geometry. Source: the OMol25 dataset; level of theory: ωB97M-V/def2-TZVPD.

Computed properties:
Net charge = -1
HOMO level = -5.04 eV
Relative energy (zero: lowest compared OMol25 entry of this formula, charge and spin) = 101.8 kJ/mol
LUMO level = 2.08 eV
Multiplicity = 1
Maximum force = 1.28 eV Å⁻¹

```
80
Properties=species:S:1:pos:R:3:forces:R:3:lowdin_charge:R:1
Sn -0.83722 -0.63440 -1.82613 0.264 -1.042 -0.643 1.612
O 0.24174 0.40569 -3.67648 -0.493 -0.287 0.633 -0.304
C 1.26205 0.04245 -4.40088 0.175 -0.153 -0.065 -0.398
C 1.28763 0.30837 -5.78919 -0.052 0.040 -0.060 -0.031
C 2.32348 -0.12234 -6.58671 -0.031 -0.005 0.093 -0.113
C 3.39920 -0.82816 -6.04271 0.088 -0.009 -0.076 -0.127
C 3.42041 -1.06799 -4.68518 0.041 -0.070 0.114 -0.054
C 2.38903 -0.63500 -3.85099 -0.126 0.191 -0.483 -0.153
C 2.41300 -0.80909 -2.41677 -0.323 0.190 0.568 -0.168
N 3.10655 -1.61800 -1.73389 0.236 -0.280 -0.406 0.050
C 2.84031 -1.65186 -0.32266 -0.227 -0.025 0.163 -0.249
C 2.06827 -2.91784 0.03180 0.226 0.022 0.179 -0.227
N 0.73038 -2.93025 -0.54750 -0.193 0.045 -0.241 0.028
C 0.16782 -4.06995 -0.59516 0.314 -0.012 0.095 -0.131
C -1.17119 -4.38425 -1.06621 -0.253 -0.166 -0.419 -0.175
C -1.82067 -5.46455 -0.46014 0.132 0.108 0.061 -0.064
C -3.10748 -5.83265 -0.79003 -0.116 -0.053 0.031 -0.115
C -3.75926 -5.13465 -1.80795 0.081 -0.112 0.050 -0.104
C -3.12469 -4.10403 -2.46000 0.119 0.142 -0.142 -0.049
C -1.82578 -3.66612 -2.10236 -0.135 -0.501 0.082 -0.431
O -1.28443 -2.66864 -2.72995 0.209 1.262 0.022 -0.267
H 0.45391 0.85689 -6.20902 -0.046 -0.033 0.012 0.104
H 2.29613 0.08266 -7.65077 0.014 0.021 -0.012 0.092
H 4.20834 -1.16493 -6.67788 0.007 -0.028 0.023 0.085
H 4.24532 -1.60322 -4.23126 0.043 0.005 0.023 0.103
H 1.71549 -0.13742 -1.87984 0.206 -0.001 -0.094 0.062
H 2.23614 -0.78924 0.00765 0.158 0.015 0.034 0.094
H 3.78854 -1.66316 0.22277 -0.074 0.066 0.051 0.109
H 1.97365 -2.95952 1.12521 0.024 -0.006 -0.041 0.114
H 2.64421 -3.79216 -0.29455 -0.046 0.019 0.029 0.112
H 0.70900 -4.95005 -0.20654 -0.007 0.091 0.001 0.128
H -1.30107 -5.99473 0.33193 0.042 -0.045 -0.022 0.106
H -3.59631 -6.64933 -0.27547 0.001 0.005 -0.001 0.089
H -4.76954 -5.41169 -2.08583 -0.003 0.015 -0.039 0.098
H -3.62011 -3.55247 -3.25028 -0.005 -0.020 -0.031 0.113
O -3.10267 0.78171 1.62058 -0.051 -0.494 0.272 -0.290
S -2.33106 1.30382 0.53014 -1.090 -0.042 -0.120 0.273
O -2.17930 2.76160 0.59171 0.130 0.111 -0.028 -0.364
O -2.76902 0.83840 -0.78780 0.128 -0.167 -0.184 -0.448
O -0.82961 0.80106 0.67970 -0.403 0.084 -0.141 -0.532
C 2.37599 6.39285 0.90203 -0.215 -0.032 0.031 -0.121
C 1.12784 5.62566 0.47253 0.329 -0.076 -0.091 -0.277
C 1.45584 4.49497 -0.50353 -0.164 -0.126 0.160 -0.299
C 0.31638 3.48886 -0.64744 -0.099 -0.025 0.421 -0.272
Ge 0.08496 2.37731 0.98814 1.213 0.254 0.230 0.853
C -0.26967 2.84529 2.89076 0.198 0.234 -0.541 -0.282
C 1.02008 2.81583 3.70698 -0.310 -0.052 0.002 -0.325
C 0.78931 2.93215 5.21149 0.278 -0.005 -0.109 -0.281
C 2.08564 2.73339 5.99320 -0.238 0.052 -0.017 -0.125
H 2.12189 7.19251 1.59892 0.061 0.050 0.006 0.064
H 2.87642 6.83562 0.03937 0.043 0.009 -0.003 0.069
H 3.07892 5.72161 1.39736 0.070 0.017 0.004 0.067
H 0.42118 6.31722 0.00732 -0.137 -0.083 0.072 0.111
H 0.64329 5.19686 1.35592 -0.069 0.106 0.015 0.085
H 2.34458 3.96474 -0.14367 0.116 0.075 -0.091 0.097
H 1.69527 4.91775 -1.48369 0.125 -0.012 0.026 0.110
H 0.53391 2.78900 -1.46089 -0.086 -0.072 0.070 0.069
H -0.62655 3.98521 -0.86855 -0.015 -0.026 -0.030 0.068
H 1.48132 1.63471 1.10026 -0.047 0.144 -0.050 0.014
H -0.97869 2.09502 3.24952 -0.030 -0.018 -0.095 0.072
H -0.76437 3.81509 2.95791 -0.057 0.002 -0.004 0.071
H 1.68010 3.62319 3.37024 0.112 -0.045 0.042 0.102
H 1.54038 1.87435 3.50538 0.094 0.043 0.012 0.089
H 0.06023 2.17675 5.51593 -0.059 0.039 0.009 0.107
H 0.36512 3.91193 5.44647 -0.096 -0.021 0.004 0.106
H 2.51620 1.75818 5.76367 0.061 -0.029 0.041 0.068
H 1.90370 2.78791 7.06670 0.095 -0.004 0.052 0.062
H 2.81728 3.49704 5.72610 0.057 0.010 0.023 0.068
N -5.48881 -3.01189 4.25687 0.031 0.010 -0.032 0.153
C -4.79767 -2.79775 3.36376 -0.275 -0.080 0.336 -0.176
C -3.93748 -2.55556 2.24973 0.261 0.185 -0.496 -0.218
C -4.46765 -2.35278 0.97825 -0.036 -0.061 0.152 0.019
C -3.59060 -2.12858 -0.06441 0.050 0.082 0.000 -0.117
N -2.27239 -2.09583 0.09237 -0.087 0.496 0.244 0.026
C -1.77384 -2.25930 1.31067 0.013 0.132 0.097 -0.122
C -2.56012 -2.49522 2.42311 -0.058 0.018 0.045 0.010
H -5.53533 -2.34920 0.81459 -0.004 -0.046 -0.004 0.123
H -3.94316 -1.96417 -1.07467 -0.125 0.044 0.068 0.123
H -0.69705 -2.17842 1.38320 -0.008 -0.003 0.112 0.107
H -2.12363 -2.58726 3.40673 0.039 -0.070 -0.004 0.120
```
Forces are in eV/Å.

---

Entry 2:
C30H38As2N3O8Pt as an isolated structure in a non-equilibrium geometry. Source: the OMol25 dataset; level of theory: ωB97M-V/def2-TZVPD.

Computed properties:
Net charge = +1
HOMO level = -9.49 eV
Relative energy (zero: lowest compared OMol25 entry of this formula, charge and spin) = 0.0 kJ/mol
LUMO level = -3.48 eV
Multiplicity = 1
Maximum force = 1.31 eV Å⁻¹

```
82
Properties=species:S:1:pos:R:3:forces:R:3:lowdin_charge:R:1
Pt 0.05817 -1.50824 -0.26224 -0.234 0.213 -1.267 1.008
C 2.33529 -2.97972 -1.31727 0.071 -0.107 -0.102 -0.046
N 1.35076 -3.17094 -0.21873 -0.172 0.401 0.668 -0.324
C 2.06306 -3.27647 1.07588 0.078 -0.260 -0.019 -0.066
C 0.54892 -4.37031 -0.52332 0.164 -0.245 0.126 -0.211
C 1.12892 -5.62598 -0.52084 -0.070 -0.039 0.004 -0.030
C 0.38656 -6.72876 -0.91327 -0.064 0.086 -0.015 -0.076
C -0.92907 -6.54205 -1.32343 0.041 -0.007 0.031 -0.069
C -1.51263 -5.28687 -1.32858 -0.002 -0.124 -0.099 -0.010
C -0.77333 -4.17384 -0.91712 -0.094 0.119 0.167 -0.225
N -1.21116 -2.87106 -0.86410 -0.202 0.143 -0.080 -0.104
C -2.46440 -2.36895 -1.22348 0.211 -0.263 0.105 -0.226
C -3.67137 -3.01950 -1.00205 -0.124 -0.075 -0.215 -0.014
C -4.85732 -2.44781 -1.44608 0.045 -0.009 0.010 -0.066
C -4.85578 -1.21905 -2.08279 0.042 0.024 -0.033 -0.076
C -3.65991 -0.52007 -2.22442 -0.038 -0.037 0.113 -0.019
C -2.48765 -1.08040 -1.76244 0.019 0.054 0.115 -0.204
N -1.20405 -0.37531 -1.76102 0.241 -0.150 0.406 -0.273
C -1.35227 1.08035 -1.69049 -0.141 0.055 0.002 -0.081
C -0.42148 -0.70083 -2.98221 -0.071 0.044 -0.246 -0.058
H 3.00307 -3.84391 -1.34796 -0.018 0.005 -0.005 0.103
H 2.90563 -2.07934 -1.14854 0.033 0.064 0.013 0.052
H 1.79975 -2.91405 -2.26006 -0.030 -0.034 -0.035 0.096
H 2.75095 -4.12423 1.06948 0.012 0.023 0.014 0.094
H 1.33527 -3.40785 1.87298 -0.005 -0.002 -0.002 0.103
H 2.63350 -2.36344 1.22527 0.029 -0.047 -0.050 0.054
H 2.16403 -5.75003 -0.23228 0.018 -0.030 0.018 0.112
H 0.83264 -7.71186 -0.91482 0.003 -0.032 0.004 0.106
H -1.51578 -7.39156 -1.64630 -0.002 -0.016 -0.007 0.111
H -2.53200 -5.16821 -1.66547 0.086 -0.039 -0.024 0.099
H -3.68013 -3.95674 -0.46569 -0.049 0.007 -0.020 0.114
H -5.79028 -2.96897 -1.28295 -0.027 -0.010 0.021 0.110
H -5.77703 -0.78800 -2.44575 -0.035 0.024 0.001 0.105
H -3.66054 0.46159 -2.67578 -0.028 0.049 -0.005 0.112
H -1.70731 1.49218 -2.63992 0.008 -0.052 0.003 0.105
H -0.37529 1.51590 -1.47998 -0.034 -0.043 -0.078 0.052
H -2.06423 1.32991 -0.90685 0.067 -0.015 -0.023 0.089
H -0.94171 -0.31064 -3.86242 -0.009 0.009 0.014 0.105
H -0.32346 -1.77789 -3.07552 -0.003 -0.019 -0.019 0.083
H 0.56385 -0.24212 -2.91237 0.027 -0.010 0.002 0.091
C 4.99270 2.72022 0.57770 0.071 -0.018 0.083 -0.005
O 4.75558 1.42966 0.01449 -0.119 -0.105 -0.171 0.018
C 3.56555 0.84545 -0.08740 0.056 0.271 0.203 -0.521
O 3.51894 -0.34156 -0.28636 -0.018 -0.117 0.032 0.061
C 2.28087 1.59528 0.18563 -0.003 -0.187 -0.190 -0.263
C 1.91615 2.72976 -0.41702 -0.063 0.138 0.081 -0.304
As 0.30616 3.83515 -0.00003 -0.050 -0.074 -0.133 1.319
C 0.96812 4.60622 1.68297 0.066 0.021 0.045 -0.261
C -0.81265 2.54146 0.97463 0.032 0.173 0.108 -0.353
C -0.49978 1.36334 1.49882 -0.116 -0.391 -0.052 -0.278
As 1.05308 0.29606 0.98348 0.275 0.331 0.130 1.188
C 1.87540 -0.07073 2.69278 0.013 -0.089 0.099 -0.229
C -1.49325 0.45819 2.21158 0.099 -0.117 -0.191 -0.554
O -1.85519 -0.55507 1.67008 -0.036 0.186 0.044 0.090
O -1.88238 0.72169 3.45170 0.032 0.085 0.134 0.006
C -1.39932 1.85542 4.18362 -0.006 -0.017 0.026 -0.009
C -2.16424 3.17294 1.16261 0.107 0.053 0.077 -0.565
O -2.31614 4.36937 1.09987 -0.023 -0.149 0.020 0.090
O -3.12673 2.28366 1.37520 0.032 0.160 -0.050 -0.040
C -4.45284 2.82185 1.56449 -0.021 -0.017 -0.004 0.015
C 2.70276 3.10814 -1.67080 0.077 0.217 0.138 -0.523
O 2.94608 2.23836 -2.45950 0.001 -0.068 -0.062 0.159
O 3.06782 4.36535 -1.95026 -0.052 -0.195 -0.024 -0.013
C 2.91937 5.44829 -1.03656 -0.041 0.031 -0.015 -0.070
H 5.90072 3.08593 0.10841 -0.004 0.017 0.011 0.112
H 5.14845 2.61521 1.65130 0.011 0.012 -0.004 0.107
H 4.18183 3.41165 0.39571 -0.065 0.055 -0.005 0.053
H 1.69050 5.39525 1.49445 0.003 0.018 0.009 0.016
H 1.41512 3.82646 2.29947 0.001 0.034 -0.016 0.032
H 0.10837 5.04041 2.19077 -0.028 -0.013 -0.016 0.033
H 2.06156 0.85718 3.23148 -0.001 -0.029 -0.014 0.043
H 2.81216 -0.59869 2.51827 -0.009 0.064 0.056 0.032
H 1.20985 -0.71451 3.26878 0.023 0.012 -0.001 0.048
H -2.20876 2.15501 4.84285 0.023 -0.003 0.010 0.106
H -1.12961 2.68325 3.53268 -0.013 0.001 0.052 0.078
H -0.53707 1.55459 4.77874 -0.001 0.031 -0.002 0.100
H -5.06020 1.98274 1.88587 0.002 0.008 -0.006 0.105
H -4.81634 3.22470 0.62146 -0.005 0.016 0.017 0.105
H -4.43348 3.60832 2.31503 -0.007 -0.014 0.004 0.102
H 3.56766 6.23488 -1.41161 -0.008 -0.004 0.024 0.109
H 3.24035 5.17287 -0.03399 -0.009 0.008 0.055 0.068
H 1.89065 5.81134 -1.02841 0.032 0.006 0.002 0.067
```
Forces are in eV/Å.